{
  "formula": "C24H31ClN6O3",
  "method": "the ωB97M-V functional and the def2-TZVPD basis",
  "symbols": ["O", "O", "Cl", "N", "N", "N", "O", "C", "C", "C", "C", "C", "C", "C", "C", "C", "C", "C", "C", "C", "C", "C", "N", "N", "N", "C", "C", "C", "C", "C", "C", "C", "C", "C", "H", "H", "H", "H", "H", "H", "H", "H", "H", "H", "H", "H", "H", "H", "H", "H", "H", "H", "H", "H", "H", "H", "H", "H", "H", "H", "H", "H", "H", "H", "H"],
  "positions_angstrom": [[-1.0204, 2.8056, -3.9796], [-5.7559, 2.6452, -3.5769], [-0.1865, 0.8714, 0.9976], [0.8642, -1.5427, 1.2610], [3.7341, -3.2737, -0.2461], [1.9679, -0.0850, -0.2112], [5.7972, -6.6509, 3.9363], [-2.0700, 3.3028, -3.6050], [-5.1825, 3.5083, -2.9250], [0.9890, -0.3671, 0.6493], [4.7046, -2.9897, -1.1283], [3.7013, -6.5357, 2.8452], [4.7636, -4.4676, 3.4681], [2.6354, -5.8215, 2.2834], [3.6925, -3.7540, 2.9162], [4.8045, -1.7314, -1.7279], [4.7838, -5.8730, 3.4290], [2.6185, -4.4199, 2.3052], [1.7566, -2.5107, 1.0116], [3.8689, -0.7428, -1.4098], [2.8174, -2.3182, 0.0858], [2.8588, -1.0366, -0.4954], [-5.5654, 4.7922, -2.9739], [1.5463, -3.7066, 1.7388], [-2.7805, 2.6987, -2.6494], [7.1007, -6.0586, 4.0223], [-2.5290, 4.6063, -4.2302], [-6.6711, 5.2808, -3.7974], [0.1836, -3.9971, 2.2377], [-2.5463, 4.7765, 1.2504], [-3.3882, 2.4576, 1.0545], [-2.8018, 3.6320, 0.2680], [-3.7505, 4.1209, -0.8436], [-4.0287, 3.1090, -1.9797], [5.4292, -3.7584, -1.3793], [3.7040, -7.6202, 2.8130], [5.5700, -3.9107, 3.9302], [1.8242, -6.3602, 1.8061], [3.6976, -2.6705, 2.9649], [5.6009, -1.5373, -2.4378], [3.9049, 0.2445, -1.8605], [-5.0650, 5.4544, -2.4040], [-2.3789, 1.8234, -2.3511], [7.8424, -6.8365, 4.2248], [7.1413, -5.3291, 4.8371], [7.3714, -5.5640, 3.0834], [-3.4306, 4.4281, -4.8128], [-2.7046, 5.3532, -3.4624], [-1.7456, 4.9626, -4.8980], [-6.7516, 6.3663, -3.7259], [-7.6073, 4.8260, -3.4651], [-6.5029, 4.9983, -4.8389], [0.0814, -5.0377, 2.5578], [-0.0523, -3.3536, 3.0917], [-0.5565, -3.8210, 1.4501], [-1.8583, 4.4432, 2.0282], [-2.0904, 5.6180, 0.7289], [-3.4803, 5.0959, 1.7129], [-2.7242, 2.2033, 1.8811], [-4.3690, 2.7192, 1.4518], [-3.4745, 1.5826, 0.4118], [-1.8476, 3.3314, -0.1642], [-3.3242, 5.0248, -1.2768], [-4.7008, 4.3894, -0.3790], [-4.4143, 2.2099, -1.4992]],
  "lowdin_charge": [0.037, 0.062, 0.693, 0.123, 0.137, 0.099, -0.098, -0.539, -0.479, -0.763, -0.116, 0.003, -0.009, -0.009, -0.010, -0.042, -0.282, -0.257, -0.182, 0.019, -0.145, -0.249, 0.014, -0.055, 0.126, -0.077, 0.016, -0.050, -0.031, -0.079, -0.092, -0.435, -0.143, -0.193, 0.107, 0.117, 0.104, 0.113, 0.118, 0.103, 0.121, 0.115, 0.152, 0.090, 0.085, 0.096, 0.082, 0.067, 0.087, 0.084, 0.088, 0.087, 0.081, 0.087, 0.089, 0.079, 0.077, 0.082, 0.058, 0.086, 0.067, 0.116, 0.103, 0.125, 0.143],
  "orbital_gap_ev": 7.43,
  "molar_mass_g_mol": 487.0,
  "e_tot_ha": -1947.61084,
  "smiles": "COc1ccc(N(C)c2nc(Cl)nc3cccnc23)cc1.CNC(=O)[C@H](CC(C)C)NC(C)=O",
  "relative_energy_ev": 0.301,
  "e_lumo_ev": -0.4
}

{
  "formula": "C24H31I2NO6RuSi",
  "method": "the ωB97M-V functional and the def2-TZVPD basis",
  "symbols": ["Ru", "I", "C", "C", "C", "I", "C", "C", "C", "C", "N", "C", "C", "O", "H", "H", "H", "H", "O", "C", "O", "C", "O", "O", "C", "C", "C", "C", "Si", "C", "C", "C", "C", "C", "C", "C", "C", "H", "H", "H", "H", "H", "H", "H", "H", "H", "H", "H", "H", "H", "H", "H", "H", "H", "H", "H", "H", "H", "H", "H", "H", "H", "H", "H", "O", "C"],
  "positions_angstrom": [[-0.7308, -0.2237, 0.6095], [-4.6349, -3.8423, -0.9415], [-4.6183, -1.7795, -0.6312], [-5.7918, -1.1141, -0.2354], [-5.7949, 0.2418, -0.0805], [-7.6072, 1.1718, 0.4286], [-4.6189, 1.0086, -0.2606], [-4.5292, 2.4085, -0.1235], [-3.3286, 3.0355, -0.3167], [-2.1928, 2.2699, -0.5864], [-2.2211, 0.9545, -0.6998], [-3.4260, 0.3176, -0.5964], [-3.4594, -1.0782, -0.8447], [-2.3142, -1.6906, -1.2786], [-6.6894, -1.6893, -0.0605], [-5.4111, 2.9771, 0.1369], [-3.2419, 4.1095, -0.2417], [-1.2251, 2.7366, -0.7259], [-3.9928, 0.4658, 3.2468], [-2.9664, 0.2548, 2.6842], [-2.3403, -0.6418, 2.1270], [-1.9107, 1.8422, 2.5361], [-2.5369, 2.8022, 2.8502], [-0.8090, 1.5020, 2.1185], [1.6351, 2.5707, 0.5501], [2.2117, 1.5700, -0.4564], [1.7381, 2.0226, -1.8424], [3.7416, 1.6382, -0.3760], [1.5687, -0.2634, -0.1129], [1.8240, -1.3825, -1.7073], [0.7722, -1.0408, -2.7743], [1.6962, -2.8705, -1.3574], [3.2204, -1.1619, -2.3034], [2.2591, -1.0264, 1.5482], [2.2631, 0.0272, 2.6641], [1.3033, -2.1435, 1.9863], [3.6810, -1.5696, 1.3867], [1.9969, 3.5751, 0.3022], [1.9337, 2.3597, 1.5741], [0.5479, 2.5880, 0.5153], [1.9393, 3.0919, -1.9657], [0.6640, 1.8541, -1.9626], [2.2577, 1.5028, -2.6468], [4.0861, 2.6247, -0.7068], [4.2291, 0.8907, -1.0030], [4.0818, 1.5017, 0.6523], [-0.2414, -1.0514, -2.3734], [0.8224, -1.7840, -3.5767], [0.9477, -0.0625, -3.2195], [0.7435, -3.1043, -0.8902], [2.5016, -3.1933, -0.6960], [1.7722, -3.4635, -2.2748], [3.3514, -0.1447, -2.6706], [3.3589, -1.8370, -3.1550], [4.0093, -1.3755, -1.5784], [1.2849, 0.4988, 2.7797], [3.0075, 0.8030, 2.4838], [2.5190, -0.4549, 3.6134], [0.2785, -1.7580, 2.1275], [1.6246, -2.5487, 2.9512], [1.2516, -2.9626, 1.2730], [4.3743, -0.7825, 1.0840], [3.7306, -2.3720, 0.6493], [4.0328, -1.9752, 2.3421], [-1.2409, -2.9531, 0.2736], [-1.3882, -1.8767, -0.2218]],
  "lowdin_charge": [1.046, 0.994, -0.606, -0.203, -0.635, 0.951, -0.199, -0.012, -0.023, -0.106, 0.070, -0.151, -0.307, -0.063, 0.083, 0.070, 0.121, 0.107, 0.166, -0.484, 0.021, -0.499, 0.164, -0.025, -0.113, -0.617, -0.107, -0.091, 0.824, -0.606, -0.090, -0.094, -0.097, -0.626, -0.103, -0.091, -0.085, 0.090, 0.061, 0.035, 0.088, 0.064, 0.059, 0.089, 0.059, 0.067, 0.050, 0.090, 0.061, 0.050, 0.065, 0.091, 0.056, 0.090, 0.074, 0.056, 0.067, 0.090, 0.057, 0.097, 0.067, 0.071, 0.060, 0.090, 0.053, -0.534],
  "orbital_gap_ev": [4.77, 5.08],
  "molar_mass_g_mol": 812.5,
  "e_tot_ha": -2418.99466,
  "relative_energy_ev": 2.956,
  "e_lumo_ev": [-3.1, -3.0]
}

{
  "formula": "C24H31N3O3",
  "method": "the ωB97M-V functional and the def2-TZVPD basis",
  "symbols": ["C", "C", "H", "H", "O", "C", "O", "N", "C", "C", "C", "C", "C", "C", "H", "H", "C", "C", "C", "C", "C", "C", "C", "C", "N", "C", "O", "C", "H", "C", "N", "C", "C", "H", "H", "H", "H", "H", "C", "C", "H", "H", "H", "H", "H", "H", "H", "H", "H", "H", "H", "H", "H", "H", "H", "H", "H", "H", "H", "H", "H"],
  "positions_angstrom": [[8.1885, 1.5037, -1.4379], [7.4549, 0.6926, -0.3866], [7.5769, 1.1279, 0.6114], [7.8216, -0.3399, -0.3536], [6.0666, 0.6789, -0.7184], [5.2503, 0.1174, 0.2037], [5.6342, -0.3553, 1.2419], [3.9709, 0.1809, -0.2542], [2.7979, -0.2385, 0.3755], [1.6028, -0.1011, -0.3162], [0.3879, -0.4653, 0.2520], [0.3513, -1.0050, 1.5383], [1.5678, -1.1629, 2.1998], [2.7766, -0.7910, 1.6516], [3.6945, -0.9180, 2.1992], [1.5573, -1.5851, 3.1945], [-0.8799, -1.4380, 2.2967], [-2.2310, -1.1129, 1.6560], [-2.3671, -1.8501, 0.3630], [-3.1680, -2.9700, 0.2025], [-3.2159, -3.6337, -1.0116], [-2.4521, -3.1892, -2.0778], [-1.6438, -2.0756, -1.9319], [-1.6093, -1.4054, -0.7168], [-0.7773, -0.2687, -0.5419], [-1.0266, 0.9519, -1.0988], [-0.2719, 1.8934, -0.9607], [-2.3329, 1.0985, -1.8560], [-2.8660, 0.1556, -1.9457], [-3.2036, 2.1401, -1.1295], [-3.6570, 1.6382, 0.1499], [-3.4732, 2.5295, 1.2752], [-4.1562, 3.9019, 1.2093], [-5.2381, 3.8128, 1.2019], [-3.8493, 4.4431, 0.3178], [-3.8660, 4.4864, 2.0792], [-3.8187, 2.0015, 2.1688], [-2.3933, 2.6918, 1.3771], [-4.8566, 0.8325, 0.1154], [-6.1901, 1.5500, -0.1384], [-6.4990, 2.1244, 0.7304], [-6.1160, 2.2200, -0.9915], [-6.9615, 0.8130, -0.3489], [-4.7116, 0.0808, -0.6668], [-4.9220, 0.2988, 1.0686], [-4.0381, 2.4231, -1.7863], [-2.5841, 3.0234, -0.9662], [-2.1002, 1.4788, -2.8525], [-1.0427, -1.7177, -2.7550], [-2.4826, -3.7112, -3.0223], [-3.8470, -4.5023, -1.1258], [-3.7624, -3.3211, 1.0336], [-3.0263, -1.4069, 2.3432], [-2.3055, -0.0396, 1.4725], [-0.8412, -0.9714, 3.2852], [-0.8189, -2.5215, 2.4507], [1.6057, 0.3179, -1.3106], [3.8557, 0.6298, -1.1527], [7.8056, 2.5204, -1.4602], [8.0487, 1.0583, -2.4191], [9.2489, 1.5273, -1.2050]],
  "lowdin_charge": [-0.067, -0.233, 0.125, 0.128, -0.005, -0.546, 0.106, 0.155, -0.204, 0.057, -0.124, -0.140, -0.029, -0.001, 0.101, 0.117, -0.121, -0.128, -0.163, -0.026, -0.079, -0.077, -0.009, -0.182, 0.062, -0.429, 0.075, -0.061, 0.094, -0.180, -0.201, -0.244, -0.076, 0.052, 0.067, 0.071, 0.115, 0.117, -0.242, -0.077, 0.058, 0.066, 0.070, 0.111, 0.111, 0.117, 0.118, 0.128, 0.124, 0.102, 0.102, 0.114, 0.119, 0.104, 0.121, 0.128, 0.123, 0.157, 0.077, 0.076, 0.076],
  "orbital_gap_ev": 8.88,
  "molar_mass_g_mol": 409.5,
  "e_tot_ha": -1323.17819,
  "smiles": "CCOC(=O)Nc1ccc2c(c1)N(C(=O)CCN(CC)CC)c1ccccc1CC2",
  "relative_energy_ev": 0.369,
  "e_lumo_ev": 0.8
}

{
  "formula": "C24H31N3O3",
  "method": "the ωB97M-V functional and the def2-TZVPD basis",
  "symbols": ["C", "C", "H", "H", "O", "C", "O", "C", "C", "H", "H", "C", "N", "C", "O", "C", "N", "C", "N", "C", "C", "H", "C", "H", "H", "H", "C", "H", "H", "H", "C", "C", "H", "H", "H", "H", "H", "H", "C", "C", "H", "H", "C", "C", "C", "C", "C", "C", "C", "H", "H", "H", "H", "H", "H", "H", "H", "H", "H", "H", "H"],
  "positions_angstrom": [[3.4222, -2.4027, 3.0688], [2.8315, -3.2089, 1.9212], [2.3413, -4.1137, 2.2863], [3.6139, -3.4715, 1.2017], [1.8067, -2.4790, 1.2456], [2.1969, -1.5961, 0.3211], [3.3479, -1.4138, 0.0199], [0.9987, -0.8982, -0.3158], [0.0783, -0.3413, 0.7824], [-0.2018, -1.1380, 1.4716], [-0.8301, 0.0453, 0.3144], [0.7616, 0.7885, 1.5554], [1.1384, 1.8425, 0.6468], [0.6013, 3.0738, 0.5503], [0.9046, 3.8479, -0.3469], [-0.3965, 3.5360, 1.5758], [-0.3389, 3.1102, 2.8364], [-1.2015, 3.6294, 3.6980], [-2.1237, 4.5356, 3.4062], [-2.1969, 4.9722, 2.1558], [-1.3259, 4.4899, 1.1810], [-1.3457, 4.8413, 0.1628], [-3.2345, 5.9994, 1.8459], [-2.7583, 6.9099, 1.4862], [-3.8992, 5.6369, 1.0638], [-3.8098, 6.2206, 2.7400], [-1.1382, 3.1411, 5.1072], [-1.8605, 2.3367, 5.2419], [-0.1451, 2.7591, 5.3231], [-1.3972, 3.9466, 5.7877], [2.0691, 1.3987, -0.3710], [1.4763, 0.2595, -1.2010], [2.2448, -0.0921, -1.8884], [0.6295, 0.6334, -1.7796], [2.2972, 2.2530, -1.0102], [2.9880, 1.0581, 0.1153], [0.1061, 1.1849, 2.3288], [1.6717, 0.4092, 2.0351], [0.2261, -1.9563, -1.1292], [1.0507, -2.6283, -2.2250], [1.9672, -3.0417, -1.7990], [1.3333, -1.8927, -2.9787], [0.2628, -3.7564, -2.9041], [-0.9606, -3.2287, -3.5987], [-2.2244, -3.3856, -3.0452], [-3.3426, -2.8704, -3.6776], [-3.2107, -2.1878, -4.8742], [-1.9552, -2.0261, -5.4356], [-0.8402, -2.5431, -4.8017], [0.1370, -2.4184, -5.2465], [-1.8456, -1.4971, -6.3712], [-4.0825, -1.7858, -5.3690], [-4.3193, -3.0027, -3.2349], [-2.3347, -3.9189, -2.1114], [-0.0258, -4.4967, -2.1551], [0.9124, -4.2460, -3.6333], [-0.6466, -1.4797, -1.5817], [-0.1320, -2.7201, -0.4348], [4.1428, -3.0105, 3.6081], [3.9279, -1.5212, 2.6820], [2.6369, -2.0906, 3.7536]],
  "lowdin_charge": [-0.059, -0.206, 0.124, 0.123, -0.005, -0.472, 0.127, -0.362, -0.087, 0.124, 0.133, -0.122, -0.028, -0.389, 0.057, -0.150, 0.150, -0.380, 0.164, -0.305, 0.055, 0.124, -0.030, 0.085, 0.084, 0.077, -0.022, 0.081, 0.075, 0.076, -0.111, -0.085, 0.122, 0.137, 0.124, 0.130, 0.101, 0.134, -0.129, -0.169, 0.119, 0.113, -0.152, -0.251, -0.053, -0.086, -0.098, -0.085, -0.045, 0.114, 0.101, 0.099, 0.101, 0.111, 0.115, 0.117, 0.127, 0.128, 0.077, 0.075, 0.078],
  "orbital_gap_ev": 9.55,
  "molar_mass_g_mol": 409.5,
  "e_tot_ha": -1323.19174,
  "smiles": "CCOC(=O)C1(CCCc2ccccc2)CCN(C(=O)c2cc(C)nc(C)n2)CC1",
  "relative_energy_ev": 0.000,
  "e_lumo_ev": 0.5
}